Record 1
C3H8BNO | ωB97M-V/def2-TZVPD

The geometry in XYZ format:
```
14
Properties=species:S:1:pos:R:3:nbo_charge:R:1
B 0.928 0.153 0.018 1.14
C -1.728 -0.378 -0.108 -0.26
C -1.240 1.088 0.154 -0.06
C 2.444 -0.180 0.047 -1.06
N -0.716 -1.341 0.215 -0.87
O 0.159 1.186 -0.051 -0.71
H -2.590 -0.536 0.550 0.18
H -2.082 -0.431 -1.150 0.16
H -1.741 1.799 -0.508 0.19
H -1.422 1.375 1.195 0.18
H 3.062 0.667 -0.243 0.25
H 2.696 -1.024 -0.585 0.26
H 2.711 -0.472 1.061 0.27
H -0.480 -1.906 -0.596 0.34
```

Properties
Total charge ... 0
HOMO-LUMO gap ... 0.3205 Ha

=====

Record 2
CH2NO | ωB97M-V/def2-TZVPD

The geometry in XYZ format:
```
5
Properties=species:S:1:pos:R:3:nbo_charge:R:1
C 0.244 -0.150 -0.324 -0.15
N 0.852 -0.638 -1.233 0.45
O 1.521 -1.011 -2.087 0.06
H 0.029 0.827 -0.280 0.31
H -0.091 -0.649 0.505 0.32
```

Properties
Total charge ... +1
SMILES string ... C=[N+]=O
HOMO-LUMO gap ... 0.3747 Ha

=====

Record 3
C39H42AsBaCl3N6O3Si | ωB97M-V/def2-TZVPD

The geometry in XYZ format:
```
96
Properties=species:S:1:pos:R:3:lowdin_charge:R:1
Ba 0.724 -0.125 -0.533 1.73
C -2.353 1.470 2.053 -0.14
N -1.922 0.113 1.758 -0.16
C -2.985 -0.651 1.140 -0.17
C -3.231 -0.289 -0.302 -0.30
C -4.512 -0.094 -0.794 -0.03
C -4.685 0.145 -2.151 -0.06
C -3.577 0.149 -2.977 -0.06
C -2.334 -0.071 -2.399 -0.16
N -2.158 -0.257 -1.094 0.02
C -1.394 -0.573 2.923 -0.15
C -0.137 0.067 3.466 -0.28
C 0.348 -0.302 4.722 -0.03
C 1.512 0.283 5.182 -0.09
C 2.155 1.223 4.384 -0.08
C 1.605 1.520 3.148 -0.13
N 0.485 0.951 2.699 0.11
C -2.287 2.418 0.878 -0.28
C -3.337 3.277 0.588 -0.04
C -3.178 4.210 -0.428 -0.07
C -1.971 4.269 -1.095 -0.10
C -0.977 3.363 -0.740 -0.16
N -1.136 2.443 0.206 0.10
H -1.691 1.881 2.814 0.12
H -3.377 1.473 2.469 0.12
H -3.933 -0.561 1.702 0.12
H -2.687 -1.702 1.151 0.06
H -5.357 -0.117 -0.117 0.10
H -5.673 0.328 -2.554 0.10
H -3.647 0.343 -4.039 0.09
H -1.443 -0.110 -3.019 0.08
H -1.126 -1.591 2.625 0.10
H -2.137 -0.635 3.742 0.13
H -0.179 -1.044 5.309 0.11
H 1.917 0.008 6.149 0.10
H 3.067 1.707 4.706 0.09
H 2.074 2.214 2.456 0.07
H -4.265 3.203 1.143 0.10
H -3.990 4.873 -0.698 0.10
H -1.802 4.965 -1.905 0.09
H -0.010 3.370 -1.229 0.06
N 2.541 -1.016 1.622 -0.06
C 2.763 -2.312 0.975 -0.22
C 1.371 -2.955 0.778 -0.65
O 0.562 -2.717 1.733 -0.13
N 1.054 -3.653 -0.280 0.02
C 1.931 -3.634 -1.450 -0.19
C 1.694 -2.287 -2.155 -0.81
O 0.519 -2.025 -2.531 -0.18
O 2.618 -1.432 -2.108 -0.16
H 1.958 -1.192 2.435 0.04
H 3.403 -0.563 1.895 0.08
H 3.277 -2.141 0.031 0.08
H 3.361 -3.011 1.578 0.11
H 2.998 -3.743 -1.232 0.10
H 1.648 -4.458 -2.113 0.09
C -3.964 -4.153 -0.494 -0.33
As -2.008 -3.768 -0.426 1.20
C -1.585 -5.305 0.711 -0.32
C -1.576 -4.483 -2.229 -0.33
C -1.939 -5.905 -2.467 -0.30
C -3.161 -6.270 -3.035 -0.07
C -3.497 -7.603 -3.225 -0.11
C -2.615 -8.608 -2.852 -0.13
C -1.392 -8.260 -2.289 -0.10
C -1.061 -6.928 -2.100 -0.06
H -4.184 -5.189 -0.757 0.00
H -4.444 -3.487 -1.216 0.01
H -4.389 -3.945 0.492 0.00
H -2.070 -6.220 0.368 0.01
H -1.925 -5.063 1.720 0.01
H -0.503 -5.409 0.726 0.00
H -0.509 -4.308 -2.323 0.03
H -2.071 -3.811 -2.931 0.08
H -3.852 -5.491 -3.334 0.11
H -4.452 -7.857 -3.671 0.09
H -2.874 -9.649 -3.001 0.09
H -0.692 -9.034 -1.995 0.09
H -0.110 -6.658 -1.654 0.11
C 2.161 2.269 -0.113 -0.22
C 2.600 3.403 0.069 -0.25
C 3.088 4.727 0.297 -0.28
C 2.867 5.749 -0.638 -0.04
C 3.330 7.035 -0.414 -0.11
C 4.028 7.345 0.747 -0.13
C 4.257 6.344 1.683 -0.12
C 3.796 5.056 1.462 -0.06
H 2.327 5.510 -1.545 0.11
H 3.143 7.803 -1.156 0.09
H 4.389 8.352 0.919 0.08
H 4.802 6.568 2.593 0.09
H 3.979 4.278 2.193 0.10
Cl -3.098 3.594 -4.405 -0.09
Si -1.027 2.786 -4.290 -0.42
Cl -1.167 1.518 -6.083 -0.09
Cl -0.024 4.500 -5.237 -0.10
```

Properties
Total charge ... -2
HOMO-LUMO gap ... 0.2418 Ha

=====

Record 4
C7H9N3S | ωB97M-V/def2-TZVPD

The geometry in XYZ format:
```
20
Properties=species:S:1:pos:R:3:nbo_charge:R:1
C -2.123 -1.714 0.291 -0.41
N -0.941 -0.863 0.083 -0.42
C -1.226 0.570 0.234 -0.20
C -0.456 1.462 -0.665 -0.47
C 0.963 1.223 -0.269 0.10
C 2.193 1.867 -0.006 -0.08
N 3.144 0.939 0.335 -0.45
C 2.576 -0.202 0.285 0.23
N 1.265 -0.215 -0.118 -0.44
C 0.345 -1.310 -0.138 0.31
S 0.957 -2.869 -0.288 -0.17
H -2.687 -1.366 1.108 0.20
H -2.831 -1.722 -0.602 0.21
H -1.852 -2.829 0.516 0.25
H -1.228 0.876 1.222 0.21
H -2.406 0.714 -0.023 0.20
H -0.749 2.554 -0.685 0.25
H -0.452 1.206 -1.789 0.23
H 2.470 2.900 0.097 0.22
H 3.037 -1.223 0.415 0.22
```

Properties
Total charge ... 0
SMILES string ... CN1CCc2cncn2C1=S
HOMO-LUMO gap ... 0.3308 Ha

=====

Record 5
C28H59BBrMgN2O7P | ωB97M-V/def2-TZVPD

The geometry in XYZ format:
```
100
Properties=species:S:1:pos:R:3:lowdin_charge:R:1
C 2.745 0.456 -5.224 -0.21
C 1.763 1.616 -5.001 -0.40
P 0.688 1.498 -3.470 1.06
C 1.807 0.751 -2.213 -0.30
C 0.613 3.354 -2.914 -0.62
C 1.925 4.129 -3.013 -0.17
C 3.163 3.570 -2.299 -0.16
C 3.666 4.394 -1.126 -0.15
O 2.905 4.153 0.080 -0.01
C 3.159 2.967 0.693 -0.54
C 4.440 2.933 1.491 0.03
O 2.403 2.063 0.628 0.12
O 0.105 3.396 -1.622 -0.04
B -1.340 3.030 -1.740 -0.75
C -2.289 3.820 -0.694 -0.13
C -3.761 3.373 -0.697 -0.20
C -4.084 1.901 -0.333 -0.41
C -3.196 1.360 0.804 -0.08
C -4.083 0.945 -1.541 -0.09
O -1.657 3.345 -3.199 -0.09
C -0.565 3.878 -3.765 -0.68
Br -0.692 5.903 -3.689 0.61
H 3.117 0.021 -4.295 0.04
H 3.618 0.766 -5.810 0.07
H 2.269 -0.363 -5.788 -0.18
H 1.045 1.623 -5.831 0.06
H 2.295 2.569 -5.053 0.06
H 1.620 -0.328 -2.203 0.03
H 2.880 0.920 -2.349 0.00
H 1.497 1.169 -1.245 0.03
H 2.149 4.275 -4.075 0.10
H 1.706 5.121 -2.610 0.08
H 3.997 3.506 -3.010 0.12
H 2.986 2.549 -1.949 0.05
H 4.724 4.173 -0.931 0.11
H 3.582 5.468 -1.306 0.13
H 4.479 2.027 2.101 0.08
H 5.308 2.961 0.824 0.08
H 4.496 3.819 2.129 0.09
H -1.439 1.793 -1.571 0.10
H -1.853 3.784 0.313 0.09
H -2.274 4.883 -0.984 0.09
H -4.163 3.548 -1.704 0.11
H -4.343 4.031 -0.031 0.10
H -5.117 1.895 0.045 0.11
H -3.058 0.276 0.663 0.03
H -2.199 1.800 0.794 0.06
H -3.668 1.507 1.783 0.07
H -4.808 0.132 -1.379 0.06
H -4.356 1.464 -2.465 0.08
H -3.104 0.492 -1.716 0.05
H -0.498 3.698 -4.842 0.09
C 2.978 -0.379 4.651 -0.35
O 3.957 0.013 4.048 0.02
N 1.705 -0.156 4.264 -0.19
C 0.573 -0.652 5.006 -0.07
C 1.476 0.603 3.042 -0.04
H 3.052 -0.964 5.586 0.13
H -0.038 -1.313 4.383 0.06
H -0.061 0.164 5.361 0.09
H 0.920 -1.220 5.868 0.08
H 1.958 0.127 2.190 0.09
H 1.884 1.608 3.123 0.09
H 0.404 0.673 2.863 0.09
Mg 1.887 -2.231 -7.057 0.26
C 5.606 -0.337 -2.109 -0.16
O 5.292 1.045 -2.059 -0.13
H 6.204 -0.489 -3.006 0.08
H 6.189 -0.661 -1.243 0.08
H 4.707 -0.957 -2.182 0.07
H 4.750 1.200 -1.278 0.06
C -2.980 -6.323 3.291 0.02
C -1.892 -5.547 2.528 -0.45
C -2.079 -5.693 1.017 -0.12
C -3.378 -5.101 0.460 -0.14
C -3.910 -3.912 1.275 -0.12
C -2.842 -3.139 2.040 -0.45
N -2.052 -4.096 2.887 -0.01
O -1.430 -3.660 3.763 0.24
C -3.477 -2.108 2.966 0.00
C -1.839 -2.468 1.100 0.04
C -0.508 -5.989 2.977 0.00
H -2.862 -6.194 4.367 0.10
H -2.864 -7.378 3.049 0.11
H -3.984 -6.012 3.009 0.09
H -1.204 -5.269 0.522 0.12
H -2.044 -6.765 0.820 0.14
H -3.209 -4.811 -0.576 0.12
H -4.151 -5.868 0.434 0.12
H -4.408 -3.192 0.627 0.14
H -4.667 -4.248 1.986 0.12
H -4.106 -2.581 3.721 0.10
H -4.096 -1.451 2.357 0.10
H -2.727 -1.498 3.464 0.09
H -2.406 -1.749 0.507 0.10
H -1.356 -3.165 0.419 0.09
H -1.069 -1.924 1.648 0.10
H -0.405 -7.040 2.708 0.11
H -0.373 -5.889 4.050 0.09
H 0.272 -5.419 2.471 0.11
```

Properties
Total charge ... 0
HOMO-LUMO gap ... 0.0647 Ha

=====

Record 6
C9H27ClI2OP3Rh | ωB97M-V/def2-TZVPD

The geometry in XYZ format:
```
44
Properties=species:S:1:pos:R:3:nbo_charge:R:1
I 0.906 -1.815 -1.076 0.30
I 0.006 1.771 0.174 0.28
Rh 1.945 0.832 -1.565 0.27
P 2.820 0.274 0.506 1.18
C 1.894 -0.470 1.894 -0.98
C 4.238 -0.802 0.187 -0.99
H 4.990 -0.624 0.967 0.28
H 4.331 1.579 1.833 0.27
H 4.651 -0.549 -0.795 0.28
H 3.826 2.449 0.348 0.27
H 1.359 -1.376 1.580 0.26
H 3.922 -1.851 0.198 0.27
C 3.485 1.821 1.178 -0.99
H 2.600 -0.727 2.694 0.28
H 2.711 2.348 1.747 0.26
H 1.147 0.234 2.284 0.26
P 0.084 0.753 -2.890 1.21
C -1.567 0.190 -2.371 -0.98
C -0.164 2.462 -3.439 -0.99
H 1.622 -0.090 -4.517 0.28
H -0.009 0.215 -5.210 0.28
H 0.290 -1.255 -4.213 0.27
C 0.543 -0.199 -4.356 -0.99
H 0.805 2.972 -3.468 0.27
H -0.601 2.430 -4.444 0.27
H -2.181 0.094 -3.277 0.28
H -2.022 0.921 -1.690 0.27
H -0.840 2.980 -2.750 0.27
H -1.532 -0.776 -1.852 0.27
Cl 3.647 1.516 -2.819 -0.30
C -2.351 -2.531 3.078 -1.01
P -2.704 -1.053 2.094 1.92
C -4.393 -1.126 1.441 -1.01
C -2.696 0.334 3.264 -1.01
O -1.682 -0.874 1.005 -1.15
H -1.411 -2.380 3.626 0.26
H -2.231 -3.385 2.403 0.26
H -3.163 -2.740 3.789 0.27
H -5.086 -1.329 2.271 0.26
H -4.639 -0.168 0.961 0.26
H -4.478 -1.919 0.688 0.26
H -1.713 0.417 3.739 0.25
H -2.902 1.275 2.742 0.25
H -3.453 0.173 4.039 0.27
```

Properties
Total charge ... +2
Spin multiplicity ... 5
HOMO-LUMO gap (alpha / beta) ... 0.2508 / 0.1961 Ha

=====

Record 7
C4H5N3 | ωB97M-V/def2-TZVPD

The geometry in XYZ format:
```
12
Properties=species:S:1:pos:R:3:nbo_charge:R:1
H 0.434 2.552 0.841 0.35
N 0.174 1.785 0.229 -0.63
C -0.951 1.308 0.567 0.24
N -1.540 0.322 -0.243 -0.43
C -0.849 -0.590 -0.787 0.20
C 0.547 -1.171 -0.557 -0.59
C 1.422 -0.722 0.545 0.30
N 2.186 -0.582 1.401 -0.32
H -1.603 1.681 1.368 0.17
H -1.357 -1.230 -1.510 0.18
H 1.113 -1.122 -1.499 0.27
H 0.424 -2.233 -0.355 0.26
```

Properties
Total charge ... 0
SMILES string ... [H]/N=C/N=C\CC#N
HOMO-LUMO gap ... 0.3841 Ha

=====

Record 8
C5H9NO | ωB97M-V/def2-TZVPD

The geometry in XYZ format:
```
16
Properties=species:S:1:pos:R:3:nbo_charge:R:1
C -0.277 1.828 0.652 -0.44
C 0.526 0.984 1.291 0.00
N 0.118 -0.301 1.762 -0.66
C 0.207 -1.361 0.815 0.00
C -0.690 -1.587 -0.140 -0.45
H -1.330 1.608 0.503 0.20
H 0.114 2.756 0.246 0.21
H 1.577 1.242 1.439 0.18
H 0.640 -0.543 2.595 0.37
H 1.096 -1.992 0.884 0.18
H -1.600 -0.999 -0.218 0.20
H -0.520 -2.369 -0.874 0.21
C 0.124 0.182 -2.367 0.28
O 1.268 -0.028 -2.682 -0.51
H -0.148 0.883 -1.558 0.12
H -0.730 -0.317 -2.872 0.10
```

Properties
Total charge ... 0
SMILES string ... C=CNC=C.C=O
HOMO-LUMO gap ... 0.3614 Ha